The following is a DFT calculation (the ωB97M-V functional and the def2-TZVPD basis) of a molecular structure, C51H48BaN4O8S at a distorted geometry.

Properties
ΔE to the lowest compared entry with this formula, charge and spin = 75.7 kJ/mol
Electronic energy = -87540.0532 eV
Max |F| = 0.0784 hartree/bohr
LUMO energy = 3.84 eV

```
! wB97M-V def2-TZVPD RIJCOSX def2/J DEFGRID3
* xyz -2 1
Ba 1.09835 -0.05242 0.92743
C -2.75082 3.22582 -2.56369
C -3.05053 2.95664 -1.09362
C -4.26696 3.72184 -0.63037
O -3.27924 1.58737 -0.86340
C -1.98282 1.02869 -0.60875
C -1.29056 2.12958 0.23864
O -1.89635 3.31565 -0.32878
C -1.22495 2.08094 1.81251
O -0.88343 0.81373 2.16616
C -0.10666 3.05816 2.31984
C 0.27234 2.91308 3.65707
C 1.30058 3.66490 4.19497
C 1.97771 4.59413 3.40643
C 1.59331 4.76870 2.08930
C 0.55258 4.00736 1.55148
C -2.52241 2.57037 2.52267
C -3.16561 1.66254 3.35023
C -4.29339 2.02499 4.08252
C -4.78636 3.32118 4.01127
C -4.12925 4.25292 3.20902
C -3.00716 3.88226 2.47810
C -1.95892 -0.50223 -0.29477
O -0.63168 -0.86027 -0.30237
C -2.72876 -0.90547 0.97479
C -3.98541 -0.39828 1.29869
C -4.69788 -0.89883 2.38394
C -4.17087 -1.92278 3.16134
C -2.91805 -2.44165 2.83622
C -2.21603 -1.94033 1.75071
C -2.66040 -1.21684 -1.52202
C -3.78905 -2.03590 -1.49474
C -4.27513 -2.63982 -2.65571
C -3.64408 -2.44414 -3.87434
C -2.49593 -1.65800 -3.91369
C -2.01346 -1.07223 -2.75451
H -3.60790 2.93334 -3.17768
H -1.87485 2.65723 -2.88433
H -2.54543 4.29128 -2.70543
H -5.11240 3.49490 -1.28519
H -4.06103 4.79521 -0.66279
H -4.51155 3.43862 0.39230
H -1.42730 1.05483 -1.55092
H -0.24474 2.12565 -0.06192
H -0.23334 2.16116 4.25251
H 1.60666 3.50527 5.22182
H 2.81511 5.14801 3.81230
H 2.11873 5.48107 1.46216
H 0.25769 4.16439 0.52194
H -2.74663 0.66050 3.40023
H -4.78674 1.28995 4.71050
H -5.66186 3.60939 4.58257
H -4.48891 5.27547 3.16079
H -2.49003 4.61901 1.87521
H -4.40486 0.40613 0.70597
H -5.66780 -0.47571 2.62771
H -4.72264 -2.30894 4.00866
H -2.48756 -3.24000 3.43527
H -1.24761 -2.34488 1.47325
H -4.30423 -2.22101 -0.56241
H -5.15456 -3.27272 -2.59624
H -4.02634 -2.90746 -4.77532
H -1.96719 -1.51218 -4.84972
H -1.08433 -0.51266 -2.78794
C 3.47037 -4.99298 -5.84738
C 3.68527 -4.10313 -4.64684
C 4.95558 -3.63645 -4.31494
C 5.14714 -2.79387 -3.22287
C 4.05585 -2.40977 -2.45852
C 2.78099 -2.86955 -2.77173
C 2.60387 -3.70983 -3.85912
S 4.25493 -1.28814 -1.08184
O 3.70217 -0.03871 -1.56597
O 5.66884 -1.28799 -0.77166
N 3.30644 -1.82883 0.03307
C 3.57320 -3.04113 0.66114
C 4.57581 -3.94866 0.33682
C 4.75146 -5.15932 1.03336
C 3.95023 -5.51213 2.07834
C 2.92056 -4.62276 2.46775
C 2.06964 -4.89882 3.56252
C 1.12391 -3.99624 3.94373
C 1.00339 -2.80483 3.20299
N 1.73916 -2.53117 2.15586
C 2.71704 -3.40469 1.77491
H 4.42146 -5.35333 -6.24453
H 2.95797 -4.45201 -6.64717
H 2.85555 -5.86093 -5.59581
H 5.80934 -3.94491 -4.91415
H 6.13215 -2.43349 -2.94552
H 1.93726 -2.57093 -2.15337
H 1.60614 -4.07323 -4.09699
H 5.26922 -3.70707 -0.45419
H 5.55772 -5.81918 0.73195
H 4.10230 -6.43517 2.62875
H 2.19235 -5.83539 4.09632
H 0.47295 -4.17745 4.79119
H 0.26909 -2.05049 3.49391
O 4.22439 1.72163 4.05654
C 3.43063 1.14296 3.33967
N 2.64671 0.57004 2.63183
C 2.51857 3.08895 -4.01512
N 1.87326 3.13974 -2.70831
C 1.59010 4.40650 -2.04881
C 1.87269 2.02437 -1.94348
O 1.62442 2.03432 -0.74555
H 2.41967 4.06020 -4.49183
H 2.04073 2.34715 -4.65711
H 3.58064 2.84419 -3.94503
H 1.64512 5.20694 -2.78414
H 2.29577 4.60479 -1.23790
H 0.58819 4.38675 -1.61962
H 2.09878 1.10657 -2.49700
*
```

The following is a DFT calculation (the ωB97M-V functional and the def2-TZVPD basis) of a molecular structure, C51H48N3OP2RbS2Si.

Properties
ΔE to the lowest compared entry with this formula, charge and spin = 132.0 kJ/mol
Electronic energy = -108967.6781 eV
Max |F| = 0.0187 hartree/bohr
LUMO energy = 0.02 eV

```
! wB97M-V def2-TZVPD RIJCOSX def2/J DEFGRID3
* xyz 0 1
Rb 0.53986 0.09480 0.17928
C 2.55184 3.70865 -4.83232
Si 2.98774 1.96641 -5.39904
C 2.18927 1.77255 -7.10999
C 4.86846 1.91980 -5.64370
C 2.59454 0.42743 -4.36780
C 2.80043 -0.79989 -4.97873
C 2.68020 -1.99307 -4.27319
C 2.35992 -1.90354 -2.93515
N 2.11997 -0.75771 -2.30457
C 2.21078 0.41054 -2.98872
S 1.82210 1.84581 -2.12575
H 2.88150 4.43051 -5.58836
H 3.03493 3.94363 -3.88676
H 1.47847 3.82609 -4.68142
H 2.54119 2.57513 -7.76326
H 1.10047 1.83849 -7.05770
H 2.44495 0.82272 -7.58587
H 5.19760 2.71075 -6.32270
H 5.19433 0.96216 -6.05681
H 5.38014 2.06040 -4.68894
H 3.06892 -0.84034 -6.03142
H 2.84652 -2.95272 -4.74524
H 2.28484 -2.80075 -2.32844
O -2.75179 1.17610 1.41360
C -3.05641 2.37617 2.02233
C -4.22926 2.60479 2.73119
C -4.43556 3.84191 3.32356
C -3.48563 4.84486 3.21971
C -2.30847 4.60220 2.52908
C -2.07304 3.37050 1.93368
P -0.50616 2.92797 1.07690
C -0.23044 4.42713 0.06103
C 0.32626 5.61931 0.51918
C 0.49840 6.68608 -0.34982
C 0.12350 6.57263 -1.68092
C -0.42585 5.38767 -2.14591
C -0.59650 4.31944 -1.28000
C 0.70148 3.13679 2.43701
C 2.04813 3.29925 2.09647
C 3.02299 3.31978 3.08103
C 2.67173 3.15537 4.41433
C 1.34149 2.96839 4.75810
C 0.36082 2.95453 3.77599
C -3.62213 0.11791 1.56070
C -4.84928 0.11365 0.91270
C -5.71762 -0.94623 1.11418
C -5.37008 -1.97498 1.98008
C -4.13228 -1.97452 2.60305
C -3.21724 -0.94972 2.36907
P -1.50312 -0.85187 3.04697
C -0.72694 -2.43886 2.52971
C 0.64106 -2.52418 2.79867
C 1.34040 -3.69594 2.55403
C 0.67908 -4.80326 2.04187
C -0.67739 -4.72607 1.77230
C -1.37575 -3.54879 2.00018
C -1.88563 -1.31512 4.79114
C -2.35051 -0.27838 5.60260
C -2.68809 -0.51087 6.92564
C -2.55282 -1.78366 7.46111
C -2.08375 -2.81785 6.66592
C -1.74852 -2.58839 5.33788
H -4.97891 1.83128 2.82650
H -5.35315 4.01927 3.86946
H -3.65335 5.80689 3.68601
H -1.55345 5.37427 2.45512
H 0.64456 5.71312 1.55019
H 0.93717 7.60801 0.01166
H 0.27706 7.40235 -2.35914
H -0.69745 5.28651 -3.18881
H -0.98525 3.37716 -1.64721
H 2.32431 3.40898 1.05282
H 4.06089 3.46143 2.80702
H 3.43496 3.16533 5.18201
H 1.06429 2.83292 5.79628
H -0.67562 2.80662 4.05405
H -5.11417 0.94574 0.27189
H -6.67664 -0.95749 0.61271
H -6.06795 -2.78015 2.17124
H -3.87969 -2.76638 3.29762
H 1.15070 -1.67143 3.23798
H 2.39785 -3.75116 2.77964
H 1.22838 -5.71584 1.84819
H -1.19818 -5.58392 1.36404
H -2.42314 -3.49452 1.74447
H -2.44714 0.71738 5.18047
H -3.05037 0.30384 7.54028
H -2.80899 -1.96689 8.49677
H -1.97705 -3.81263 7.08037
H -1.37686 -3.40812 4.73816
N -2.90130 -2.68251 -2.26764
C -1.66017 -3.21530 -2.13819
S -0.63852 -2.62526 -0.97733
N -1.38290 -4.18553 -3.04832
C -0.20742 -4.95428 -3.23534
C 0.12525 -5.28147 -4.54787
C 1.24696 -6.04555 -4.81644
C 2.04512 -6.49808 -3.77751
C 1.69206 -6.20636 -2.46905
C 0.56634 -5.44626 -2.18901
H -3.15998 -1.96293 -1.61710
H -3.58061 -3.01887 -2.92814
H -2.01962 -4.24604 -3.82709
H -0.49302 -4.91385 -5.35962
H 1.50247 -6.28439 -5.84052
H 2.93802 -7.07287 -3.98579
H 2.29764 -6.58183 -1.65418
H 0.29619 -5.23525 -1.16769
*
```